1.
Entry from OMol25: one molecule with the formula C19H20ClN3O5 at a distorted geometry (the ωB97M-V functional and the def2-TZVPD basis).

Last columns: bonded neighbours and bond lengths (Å).
Cartesian coordinates (Å):
1 C 6.40800 0.26378 -0.39161  H2 1.089, O3 1.409, H47 1.094, H48 1.094
2 H 6.41171 0.58716 0.64810  C1 1.089
3 O 5.08204 0.44099 -0.83347  C1 1.409, C4 1.366
4 C 4.77401 0.12815 -2.12732  O3 1.366, C5 1.389, C9 1.409
5 C 5.70178 -0.36650 -3.03536  C4 1.389, C6 1.386, H46 1.077
6 C 5.33364 -0.62926 -4.34553  C5 1.386, C7 1.381, Cl45 1.728
7 C 4.04227 -0.40677 -4.78229  C6 1.381, C8 1.382, H44 1.077
8 C 3.11184 0.06645 -3.87609  C7 1.382, C9 1.389, H43 1.078
9 C 3.44780 0.33368 -2.55536  C4 1.409, C8 1.389, O10 1.367
10 O 2.43969 0.83818 -1.78167  C9 1.367, C11 1.419
11 C 2.41314 0.55208 -0.39208  O10 1.419, C12 1.492, H41 1.096, H42 1.095
12 C 0.99733 0.69553 0.05570  C11 1.492, C13 1.367, O16 1.343
13 C 0.34753 1.67428 0.75432  C12 1.367, C14 1.416, H40 1.068
14 C -0.99079 1.21335 0.80820  C13 1.416, N15 1.314, C17 1.485
15 N -1.09851 0.05901 0.18996  C14 1.314, O16 1.343
16 O 0.11961 -0.26609 -0.27262  C12 1.343, N15 1.343
17 C -2.14820 1.87167 1.46528  C14 1.485, O18 1.213, N19 1.351
18 O -2.02974 2.81730 2.21580  C17 1.213
19 N -3.32984 1.31346 1.12334  C17 1.351, H20 1.009, C21 1.441
20 H -3.31334 0.49531 0.53274  N19 1.009
21 C -4.57749 1.73329 1.70926  N19 1.441, C22 1.492, H38 1.096, H39 1.097
22 C -5.22887 0.62101 2.46002  C21 1.492, C23 1.364, O26 1.343
23 C -4.72552 -0.49277 3.06642  C22 1.364, C24 1.421, H37 1.069
24 C -5.87569 -1.15043 3.58046  C23 1.421, N25 1.306, C27 1.492
25 N -6.94962 -0.46707 3.28919  C24 1.306, O26 1.356
26 O -6.56535 0.63054 2.59204  C22 1.343, N25 1.356
27 C -5.94092 -2.43148 4.34196  C24 1.492, C28 1.530, C32 1.529, H36 1.094
28 C -5.39992 -3.57707 3.48444  C27 1.530, H29 1.087, H30 1.088, H31 1.088
29 H -5.48293 -4.51754 4.02365  C28 1.087
30 H -5.96435 -3.65837 2.55841  C28 1.088
31 H -4.35322 -3.41089 3.23919  C28 1.088
32 C -5.15513 -2.30736 5.64825  C27 1.529, H33 1.087, H34 1.087, H35 1.088
33 H -5.23536 -3.22843 6.22048  C32 1.087
34 H -5.54559 -1.49046 6.25049  C32 1.087
35 H -4.10345 -2.11674 5.44617  C32 1.088
36 H -6.99411 -2.61888 4.57086  C27 1.094
37 H -3.70184 -0.79276 3.13920  C23 1.069
38 H -5.26918 2.09688 0.94065  C21 1.096
39 H -4.34013 2.56452 2.38460  C21 1.097
40 H 0.73378 2.58011 1.16805  C13 1.068
41 H 2.75212 -0.47354 -0.20594  C11 1.096
42 H 3.04381 1.25284 0.16492  C11 1.095
43 H 2.09286 0.24656 -4.17811  C8 1.078
44 H 3.76405 -0.60666 -5.80373  C7 1.077
45 Cl 6.52491 -1.23782 -5.43925  C6 1.728
46 H 6.72271 -0.54102 -2.73984  C5 1.077
47 H 6.71322 -0.78556 -0.44504  C1 1.094
48 H 7.10703 0.87997 -0.96446  C1 1.094

- Charge: 0
- Total energy: -47255.1293 eV
- 2S+1: 1
- Kohn-Sham gap: 0.3345 Eh

Here are the Mulliken charges for atoms 1 to 8, given in e: C -0.990; H 0.246; O -0.325; C 1.177; C -0.599; C 0.035; C -0.680; C -0.550


2.
Entry from OMol25: an isolated ion of composition C6H14Cl2NO and charge +1 at a distorted geometry (the ωB97M-V functional and the def2-TZVPD basis).

Last columns: bonded neighbours and bond lengths (Å).
Cartesian coordinates (Å):
1 C -1.78758 -0.81471 0.32425  N7 1.487, H11 1.173, H12 1.126, H13 1.131
2 C -1.81105 1.37177 1.16143  N7 1.494, H14 1.074, H15 1.143, H16 1.098
3 C -1.05016 0.94598 -1.07828  N7 1.429, H17 1.165, H18 0.987, H19 1.051
4 C 2.72186 -1.79003 -1.24211  O8 1.478, H20 1.013, H21 1.099, H22 1.114
5 C 0.32066 0.34141 0.87602  C6 1.545, N7 1.488, H23 1.060, H24 1.042
6 C 1.57359 -0.08746 0.07978  C5 1.545, O8 1.310, Cl9 1.816, Cl10 1.834
7 N -1.03120 0.46455 0.26717  C1 1.487, C2 1.494, C3 1.429, C5 1.488
8 O 1.53661 -1.23162 -0.55780  C4 1.478, C6 1.310
9 Cl 1.93725 1.33765 -0.98473  C6 1.816
10 Cl 2.90036 0.03044 1.34067  C6 1.834
11 H -1.34048 -1.61770 -0.40513  C1 1.173
12 H -1.63193 -1.20132 1.37012  C1 1.126
13 H -2.89725 -0.79300 0.10438  C1 1.131
14 H -1.25021 2.24544 1.43595  C2 1.074
15 H -2.77601 1.62273 0.60218  C2 1.143
16 H -2.16213 0.88168 2.07963  C2 1.098
17 H -0.52324 1.98224 -1.14706  C3 1.165
18 H -0.51954 0.34574 -1.65408  C3 0.987
19 H -2.01410 1.02140 -1.49126  C3 1.051
20 H 2.56924 -2.08691 -2.19851  C4 1.013
21 H 3.05526 -2.67233 -0.67849  C4 1.099
22 H 3.56202 -1.07093 -1.10912  C4 1.114
23 H 0.12218 -0.46598 1.53300  C5 1.060
24 H 0.49584 1.24094 1.37196  C5 1.042

- Charge: +1
- Total energy: -35023.0457 eV
- 2S+1: 1
- Kohn-Sham gap: 0.4224 Eh

Here are the Mulliken charges for atoms 1 to 8, given in e: C -0.848; C -0.813; C -1.275; C -0.675; C -1.393; C 0.929; N 0.147; O -0.245